Here is a molecular structure, C65H57GeN4O2P2STc at a distorted geometry from the OMol25 dataset. Energies are from ωB97M-V with the def2-TZVPD basis set.

Output
Charge: +1
2S+1: 2
Largest force on an atom (Eh/bohr): 0.0361
Gap between HOMO and LUMO (alpha / beta) (eV): 6.5 / 5.8
LUMO (alpha / beta) (eV): -3.61 / -3.61
HOMO level (alpha / beta) (eV): -10.13 / -9.45

Cartesian coordinates (Å):
Tc: -0.29347 -0.14947 0.76118
C: -3.11548 1.22807 2.42130
C: -3.01624 -0.14576 3.07167
P: -2.17390 -1.25310 1.85501
C: -3.44171 -1.20745 0.55200
C: -4.80099 -1.37852 0.77629
C: -5.69754 -1.18496 -0.26350
C: -5.23139 -0.79057 -1.50922
C: -3.87147 -0.63831 -1.73999
C: -2.94978 -0.90311 -0.72881
C: -2.40138 -2.88120 2.64693
C: -2.96547 -3.94508 1.94529
C: -3.18552 -5.15871 2.57964
C: -2.83212 -5.32222 3.91084
C: -2.23431 -4.27825 4.60320
C: -2.01222 -3.06387 3.97399
P: -1.41196 1.74335 1.91518
C: -0.62770 1.91734 3.55624
C: 0.71298 1.56263 3.66514
C: 1.37327 1.63931 4.88275
C: 0.68781 2.07469 6.00455
C: -0.64274 2.46378 5.89996
C: -1.29702 2.39792 4.68142
C: -1.74257 3.50371 1.51199
C: -2.73504 3.81378 0.58160
C: -3.05093 5.13477 0.30524
C: -2.36172 6.16187 0.93780
C: -1.33192 5.85982 1.81843
C: -1.01951 4.53695 2.10109
H: -3.55804 1.97192 3.08310
H: -3.73158 1.16649 1.52154
H: -3.99847 -0.54645 3.32316
H: -2.41564 -0.09553 3.98258
H: -5.16543 -1.67471 1.75341
H: -6.75652 -1.33554 -0.10128
H: -5.93972 -0.62453 -2.31046
H: -3.52670 -0.36160 -2.72525
H: -1.27760 -2.06567 -0.52893
H: -3.25376 -3.81650 0.90918
H: -3.64742 -5.97362 2.03767
H: -3.02617 -6.26107 4.41203
H: -1.94948 -4.40838 5.63892
H: -1.54038 -2.25235 4.51587
H: 1.23371 1.21689 2.77796
H: 2.41434 1.35348 4.96031
H: 1.18704 2.12542 6.96297
H: -1.16957 2.81970 6.77558
H: -2.32544 2.73034 4.62075
H: -3.25436 3.01593 0.06077
H: -3.83167 5.36640 -0.40748
H: -2.61706 7.19297 0.73070
H: -0.77579 6.65896 2.29248
H: -0.20684 4.31501 2.77989
O: 0.75749 7.13564 -0.75361
C: 1.77871 6.36595 -1.18228
O: 2.75033 6.86097 -1.67573
C: 1.62142 4.89440 -0.97895
C: 2.76731 4.11610 -0.84253
C: 2.68053 2.76048 -0.60224
C: 1.43307 2.13853 -0.49906
C: 0.29351 2.91226 -0.71012
C: 0.37980 4.26844 -0.93795
N: 1.26728 0.77005 -0.21106
C: 2.20054 -0.06857 -0.61310
C: 2.02617 -1.44252 -0.34897
C: 2.89157 -2.44560 -0.81520
C: 2.65430 -3.75560 -0.49306
C: 1.55999 -4.05922 0.32454
C: 0.72412 -3.04241 0.71838
N: 0.91438 -1.75880 0.37991
H: 0.06766 6.61670 -0.31964
H: 3.73304 4.59919 -0.90514
H: 3.58984 2.19142 -0.46557
H: -0.66707 2.41735 -0.73748
H: -0.53540 4.82377 -1.11281
H: 3.04937 0.28033 -1.18728
H: 3.72777 -2.15736 -1.44014
H: 3.29060 -4.54856 -0.86217
H: 1.35102 -5.07830 0.61460
H: -0.15446 -3.26018 1.31203
C: -1.47711 -1.05773 -0.90236
Ge: -0.77312 -1.40834 -2.77547
C: -0.32926 -3.34711 -2.69901
C: -1.04220 -4.19255 -1.84908
C: -0.77206 -5.55189 -1.78537
C: 0.24753 -6.09102 -2.55535
C: 0.93988 -5.27507 -3.43807
C: 0.63569 -3.92365 -3.52509
C: -2.03922 -1.31959 -4.30291
C: -1.93255 -0.34313 -5.28942
C: -2.75066 -0.37877 -6.41115
C: -3.66703 -1.40612 -6.57180
C: -3.76389 -2.39890 -5.60625
C: -2.96140 -2.35097 -4.47770
C: 0.70294 -0.22560 -3.34047
C: 1.93995 -0.69156 -3.78032
C: 2.87902 0.17711 -4.31973
C: 2.59900 1.53330 -4.40901
C: 1.37762 2.01418 -3.96179
C: 0.43643 1.13834 -3.44025
H: -1.83936 -3.79341 -1.22924
H: -1.35075 -6.18809 -1.12691
H: 0.49414 -7.14203 -2.47762
H: 1.71903 -5.69745 -4.06047
H: 1.14956 -3.31932 -4.26124
H: -1.19427 0.44218 -5.19277
H: -2.66217 0.39442 -7.16358
H: -4.29391 -1.43851 -7.45320
H: -4.46179 -3.21662 -5.73416
H: -3.04225 -3.13072 -3.72794
H: 2.18459 -1.74101 -3.68613
H: 3.82564 -0.20770 -4.67953
H: 3.32787 2.21468 -4.82818
H: 1.15723 3.07284 -4.02508
H: -0.51912 1.52411 -3.09955
N: 4.39394 -2.87663 2.45960
C: 4.07966 -1.56455 2.40159
S: 2.65078 -1.08008 3.11740
N: 4.97720 -0.80245 1.73148
C: 5.17102 0.59693 1.64014
C: 6.20399 1.02051 0.80283
C: 6.53531 2.36153 0.71016
C: 5.83900 3.30701 1.44852
C: 4.78678 2.89418 2.24945
C: 4.44777 1.55209 2.34825
H: 3.77893 -3.47464 2.98048
H: 5.25303 -3.25790 2.09890
H: 5.70729 -1.32223 1.26733
H: 6.76375 0.29051 0.22709
H: 7.34512 2.66827 0.06163
H: 6.11619 4.35144 1.39904
H: 4.21792 3.61992 2.81647
H: 3.63806 1.25239 2.98778



Here is 2 unconnected molecules or ions with the total composition C4H10O2 at a distorted geometry from the OMol25 dataset. Energies are from ωB97M-V with the def2-TZVPD basis set.

Output
Relative energy (zero: lowest compared OMol25 entry of this formula, charge and spin) (kcal per mole): 19.8
SMILES: CC(C)C=O.O
Largest force on an atom (Eh/bohr): 0.0246
Gap between HOMO and LUMO (eV): 10.7
LUMO (eV): 0.86
HOMO level (eV): -9.82

Cartesian coordinates (Å):
C: -0.01256 0.43704 0.17041
C: 0.96768 -0.73954 0.19290
C: 1.24284 -1.25323 -1.21247
C: 0.58561 -1.84039 1.13463
O: -0.56031 -2.06878 1.42242
H: 0.46890 1.26416 -0.36106
H: -0.32520 0.78605 1.15153
H: -0.88251 0.19957 -0.43445
H: 1.92377 -0.30881 0.47531
H: 1.73698 -0.50577 -1.82681
H: 0.32987 -1.54698 -1.74069
H: 1.92763 -2.10115 -1.16573
H: 1.40817 -2.46238 1.54009
O: -2.59118 3.50592 0.07664
H: -3.25997 4.02087 0.54942
H: -2.95971 2.61341 0.02786



Here is 3 unconnected molecules or ions with the total composition C13H30O9PS3 at a distorted geometry from the OMol25 dataset. Energies are from ωB97M-V with the def2-TZVPD basis set.

Output
Charge: -1
Largest force on an atom (Eh/bohr): 0.0597
Gap between HOMO and LUMO (eV): 5.4
LUMO (eV): 2.00
HOMO level (eV): -3.39

Cartesian coordinates (Å):
O: -2.25307 0.68695 2.26492
S: -2.68043 -0.69154 2.19405
O: -1.92930 -1.60326 3.06603
O: -4.24845 -0.74625 2.66971
C: -2.61528 -1.41888 0.53556
C: -2.69568 -0.44058 -0.65695
C: -1.56027 0.58678 -0.74352
C: -2.03169 2.01756 -1.11308
C: -1.33517 3.02507 -0.17217
O: -2.01020 4.24989 -0.38746
P: -3.73313 3.85964 -0.41718
O: -3.41892 2.25584 -1.10424
H: -4.66134 -1.41697 2.11093
H: -1.72992 -2.05094 0.51318
H: -3.49134 -2.07678 0.46458
H: -3.68333 0.02576 -0.66299
H: -2.64684 -1.08205 -1.54460
H: -0.87666 0.25928 -1.53650
H: -0.96138 0.65345 0.15284
H: -1.72540 2.27146 -2.14025
H: -1.42951 2.74412 0.88675
H: -0.28909 3.13020 -0.44892
H: -3.99369 5.12032 0.27242
H: -3.78147 4.46038 -1.74407
H: -5.17845 3.68434 -0.54888
H: -3.69673 3.20385 0.87375
C: 4.39953 1.52951 2.09234
C: 3.42043 1.26659 3.24419
C: 2.02417 1.67841 2.76268
S: 2.02579 1.46395 0.98236
O: 1.90007 2.75556 0.36419
O: 1.16057 0.36241 0.63528
C: 3.73663 0.95490 0.84557
H: 5.37236 1.07262 2.27341
H: 4.54928 2.60477 1.97149
H: 3.42672 0.20251 3.49190
H: 3.70013 1.81298 4.14434
H: 1.23797 1.05928 3.18917
H: 1.81881 2.72757 2.96554
H: 4.15245 1.33259 -0.08575
H: 3.75954 -0.13540 0.85317
C: 1.54089 -4.65826 -1.75728
C: 1.07565 -3.45824 -0.92330
C: 1.62929 -2.19277 -1.58762
S: 1.79904 -2.57781 -3.33157
O: 3.20098 -2.55904 -3.67767
O: 0.82788 -1.83688 -4.09567
C: 1.27157 -4.28355 -3.21025
H: 1.02043 -5.57406 -1.47792
H: 2.61118 -4.81981 -1.60745
H: -0.01629 -3.42127 -0.91548
H: 1.40677 -3.53256 0.11172
H: 0.95759 -1.34479 -1.46970
H: 2.61613 -1.93676 -1.20722
H: 1.82501 -4.88613 -3.92690
H: 0.20616 -4.31395 -3.43749



Among the records above, which one has the lowest largest force on an atom?
C4H10O2



What did the third record say?
Here is 3 unconnected molecules or ions with the total composition C13H30O9PS3 at a distorted geometry from the OMol25 dataset. Energies are from ωB97M-V with the def2-TZVPD basis set.

Output
Charge: -1
Largest force on an atom (Eh/bohr): 0.0597
Gap between HOMO and LUMO (eV): 5.4
LUMO (eV): 2.00
HOMO level (eV): -3.39

Cartesian coordinates (Å):
O: -2.25307 0.68695 2.26492
S: -2.68043 -0.69154 2.19405
O: -1.92930 -1.60326 3.06603
O: -4.24845 -0.74625 2.66971
C: -2.61528 -1.41888 0.53556
C: -2.69568 -0.44058 -0.65695
C: -1.56027 0.58678 -0.74352
C: -2.03169 2.01756 -1.11308
C: -1.33517 3.02507 -0.17217
O: -2.01020 4.24989 -0.38746
P: -3.73313 3.85964 -0.41718
O: -3.41892 2.25584 -1.10424
H: -4.66134 -1.41697 2.11093
H: -1.72992 -2.05094 0.51318
H: -3.49134 -2.07678 0.46458
H: -3.68333 0.02576 -0.66299
H: -2.64684 -1.08205 -1.54460
H: -0.87666 0.25928 -1.53650
H: -0.96138 0.65345 0.15284
H: -1.72540 2.27146 -2.14025
H: -1.42951 2.74412 0.88675
H: -0.28909 3.13020 -0.44892
H: -3.99369 5.12032 0.27242
H: -3.78147 4.46038 -1.74407
H: -5.17845 3.68434 -0.54888
H: -3.69673 3.20385 0.87375
C: 4.39953 1.52951 2.09234
C: 3.42043 1.26659 3.24419
C: 2.02417 1.67841 2.76268
S: 2.02579 1.46395 0.98236
O: 1.90007 2.75556 0.36419
O: 1.16057 0.36241 0.63528
C: 3.73663 0.95490 0.84557
H: 5.37236 1.07262 2.27341
H: 4.54928 2.60477 1.97149
H: 3.42672 0.20251 3.49190
H: 3.70013 1.81298 4.14434
H: 1.23797 1.05928 3.18917
H: 1.81881 2.72757 2.96554
H: 4.15245 1.33259 -0.08575
H: 3.75954 -0.13540 0.85317
C: 1.54089 -4.65826 -1.75728
C: 1.07565 -3.45824 -0.92330
C: 1.62929 -2.19277 -1.58762
S: 1.79904 -2.57781 -3.33157
O: 3.20098 -2.55904 -3.67767
O: 0.82788 -1.83688 -4.09567
C: 1.27157 -4.28355 -3.21025
H: 1.02043 -5.57406 -1.47792
H: 2.61118 -4.81981 -1.60745
H: -0.01629 -3.42127 -0.91548
H: 1.40677 -3.53256 0.11172
H: 0.95759 -1.34479 -1.46970
H: 2.61613 -1.93676 -1.20722
H: 1.82501 -4.88613 -3.92690
H: 0.20616 -4.31395 -3.43749



Which value of largest force on an atom does entry 2 give?
0.0246 Eh/bohr